Run one
{
  "formula": "C5H11P",
  "method": "ωB97M-V/def2-TZVPD",
  "species": ["C", "C", "C", "C", "C", "P", "H", "H", "H", "H", "H", "H", "H", "H", "H", "H", "H"],
  "xyz": [[-2.32, -1.64, -0.35], [-0.28, -0.77, 1.00], [-1.30, -0.61, -0.05], [0.95, 0.11, 0.72], [1.31, 2.59, -0.61], [0.55, 1.92, 0.94], [-2.26, -2.48, 0.35], [-2.19, -2.04, -1.36], [-0.67, -0.45, 1.98], [0.00, -1.82, 1.11], [-1.33, 0.31, -0.59], [-3.32, -1.22, -0.31], [1.72, -0.15, 1.44], [1.34, -0.08, -0.28], [1.04, 3.64, -0.69], [2.39, 2.50, -0.56], [0.94, 2.05, -1.48]],
  "e_homo_ha": [-0.271, -0.283]
}

=====

Run two
{
  "formula": "C5H11P",
  "method": "ωB97M-V/def2-TZVPD",
  "species": ["C", "C", "C", "C", "C", "P", "H", "H", "H", "H", "H", "H", "H", "H", "H", "H", "H"],
  "xyz": [[0.98, -0.33, -1.09], [0.76, 0.77, -0.11], [0.18, -0.55, 0.18], [-0.11, 1.93, -0.54], [-2.11, -0.80, 0.42], [0.84, -1.80, 1.33], [0.42, -0.43, -2.01], [1.90, -0.94, -1.16], [1.61, 0.99, 0.49], [0.47, 2.82, -0.83], [-0.77, 2.13, 0.27], [-0.74, 1.67, -1.38], [-2.41, -0.05, 1.12], [-2.13, -1.88, 0.59], [-2.27, -0.50, -0.59], [1.17, -1.08, 2.34], [2.21, -1.95, 0.96]],
  "e_homo_ha": -0.314
}

=====

Relative energy of each structure, in eV: run one 0.000; run two 1.760.

=====

Run one
{
  "formula": "C2H4O2S",
  "method": "ωB97M-V/def2-TZVPD",
  "species": ["C", "C", "O", "O", "S", "H", "H", "H", "H"],
  "xyz": [[-0.68, 0.18, 0.36], [1.56, -0.34, -0.17], [-3.45, 0.88, 0.34], [0.16, -0.65, -0.23], [-2.83, -0.35, -0.09], [-0.43, 1.22, 0.28], [1.96, -1.25, 0.01], [1.88, 0.43, 0.70], [1.82, -0.12, -1.21]],
  "e_homo_ha": [-0.319, -0.279]
}

=====

Run two
{
  "formula": "C2H4O2S",
  "method": "ωB97M-V/def2-TZVPD",
  "species": ["C", "C", "O", "O", "S", "H", "H", "H", "H"],
  "xyz": [[-0.48, -0.48, 0.74], [0.58, 0.55, 0.45], [0.16, 0.27, -2.79], [-0.62, -1.01, -0.57], [-0.48, 0.37, -1.50], [0.04, -1.30, 1.44], [-1.49, -0.04, 1.11], [0.74, 1.55, 0.74], [1.54, 0.09, 0.38]],
  "e_homo_ha": -0.319
}

=====

Relative energy of each structure, in eV: run one 1.966; run two 0.000.

=====

Run one
{
  "formula": "C2H4O2S",
  "method": "ωB97M-V/def2-TZVPD",
  "species": ["C", "C", "O", "O", "S", "H", "H", "H", "H"],
  "xyz": [[0.20, 0.13, 0.07], [-1.17, 0.59, -0.06], [2.65, -0.18, 0.03], [0.20, -1.53, 0.61], [1.64, 0.80, -0.24], [-1.64, -0.17, -0.82], [-1.14, 1.59, -0.48], [-1.76, 0.50, 0.82], [1.01, -1.73, 0.06]],
  "e_homo_ha": -0.350
}

=====

Run two
{
  "formula": "C2H4O2S",
  "method": "ωB97M-V/def2-TZVPD",
  "species": ["C", "C", "O", "O", "S", "H", "H", "H", "H"],
  "xyz": [[1.59, 0.54, 0.54], [-0.38, -0.90, 0.80], [-0.97, 0.69, -2.16], [1.06, -0.59, 0.47], [-0.34, 1.55, -3.18], [0.95, 1.45, 0.94], [-0.42, -0.59, 1.94], [-0.62, -1.92, 0.53], [-0.88, -0.23, 0.12]],
  "e_homo_ha": [-0.286, -0.286]
}

=====

Run three
{
  "formula": "C2H4O2S",
  "method": "ωB97M-V/def2-TZVPD",
  "species": ["C", "C", "H", "H", "H", "H", "O", "O", "S"],
  "xyz": [[-0.21, -0.75, -0.08], [1.02, 0.21, -0.18], [-1.64, 0.38, 0.79], [-0.31, -1.20, 0.89], [-0.01, -1.66, -0.80], [-0.42, 1.62, -0.40], [-1.59, 0.00, -0.13], [0.57, 1.47, -0.04], [2.59, -0.08, -0.03]],
  "e_homo_ha": -0.334,
  "smiles": "OCC(O)=S"
}

=====

Run four
{
  "formula": "C2H4O2S",
  "method": "ωB97M-V/def2-TZVPD",
  "species": ["C", "C", "O", "O", "S", "H", "H", "H", "H"],
  "xyz": [[-0.94, 0.55, 1.21], [0.95, -0.29, -0.58], [-1.05, -1.50, -1.01], [-0.03, 1.25, 1.33], [-0.10, -1.42, 0.16], [-2.13, 1.14, 1.12], [0.34, 0.66, -0.46], [0.99, -0.10, -1.62], [1.97, -0.28, -0.14]],
  "e_homo_ha": [-0.313, -0.314]
}

=====

Relative energy of each structure, in eV: run one 1.301; run two 4.281; run three 0.000; run four 3.120.

=====

Run one
{
  "formula": "C9H14N",
  "method": "ωB97M-V/def2-TZVPD",
  "species": ["C", "C", "C", "C", "C", "C", "C", "C", "C", "N", "H", "H", "H", "H", "H", "H", "H", "H", "H", "H", "H", "H", "H", "H"],
  "xyz": [[1.98, -1.28, -0.01], [2.06, 0.17, 0.70], [1.84, 1.41, -0.29], [0.46, 1.40, -1.11], [-0.73, 0.60, -0.42], [-1.20, 0.77, 1.05], [-2.35, -0.09, 1.64], [-3.00, -1.15, 0.70], [-2.48, -1.24, -0.78], [-1.40, -0.40, -1.25], [2.74, -1.95, 0.54], [0.96, -1.80, 0.13], [2.28, -1.28, -1.11], [3.14, 0.26, 1.10], [1.39, 0.17, 1.63], [2.69, 1.37, -1.07], [2.00, 2.37, 0.31], [0.68, 0.93, -2.15], [0.12, 2.49, -1.34], [-0.65, 1.56, 1.69], [-2.68, 0.03, 2.73], [-3.83, -1.85, 1.04], [-2.94, -1.98, -1.51], [-1.09, -0.51, -2.23]],
  "e_homo_ha": -0.505,
  "smiles": "CCCCc1cccc[nH+]1",
  "charge": 1
}

=====

Run two
{
  "formula": "C9H14N",
  "method": "ωB97M-V/def2-TZVPD",
  "species": ["C", "C", "C", "C", "C", "C", "C", "C", "C", "N", "H", "H", "H", "H", "H", "H", "H", "H", "H", "H", "H", "H", "H", "H"],
  "xyz": [[-1.53, -0.60, 0.30], [-1.22, 0.52, -0.35], [-3.07, -0.30, 0.32], [-0.32, -1.39, 0.65], [-2.64, 0.99, -0.47], [0.18, 0.64, -0.75], [0.78, -0.56, -0.05], [1.93, -1.30, -0.76], [2.36, 1.45, 0.47], [0.99, 0.86, 0.48], [-3.52, -1.15, -0.10], [-3.34, -0.32, 1.38], [0.02, -1.50, 1.64], [-0.07, -2.47, 0.26], [-2.72, 1.98, 0.09], [-3.08, 0.85, -1.53], [0.42, 1.22, -1.58], [2.72, -0.74, -1.15], [1.62, -1.77, -1.77], [2.20, -2.03, -0.04], [2.61, 1.54, -0.50], [2.26, 2.25, 1.11], [2.96, 0.82, 1.06], [0.47, 1.02, 1.27]],
  "e_homo_ha": -0.481,
  "smiles": "C[N@H+]1[C@@H]2C3=C(CC3)C[C@@]21C",
  "charge": 1
}

=====

Relative energy of each structure, in eV: run one 0.000; run two 0.717.

=====

Run one
{
  "formula": "C6H13N",
  "method": "ωB97M-V/def2-TZVPD",
  "species": ["C", "C", "C", "C", "C", "C", "N", "H", "H", "H", "H", "H", "H", "H", "H", "H", "H", "H", "H", "H"],
  "xyz": [[2.19, -0.59, 0.74], [0.97, -0.98, -0.06], [0.12, 0.25, -0.34], [-1.35, -0.09, -0.64], [-2.34, 0.34, 0.40], [-3.41, 1.04, 0.07], [3.03, 0.49, 0.14], [1.84, -0.14, 1.68], [2.80, -1.38, 1.18], [0.50, -1.77, 0.53], [1.28, -1.42, -1.01], [0.25, 1.00, 0.45], [0.47, 0.77, -1.21], [-1.41, -1.18, -0.78], [-1.71, 0.18, -1.63], [-2.13, 0.01, 1.41], [-4.21, 1.45, 0.67], [-3.70, 1.22, -0.96], [4.02, 0.31, 0.20], [2.78, 0.49, -0.84]],
  "e_homo_ha": -0.337,
  "smiles": "C=CCCCCN"
}

=====

Run two
{
  "formula": "C6H13N",
  "method": "ωB97M-V/def2-TZVPD",
  "species": ["C", "C", "C", "C", "N", "C", "C", "H", "H", "H", "H", "H", "H", "H", "H", "H", "H", "H", "H", "H"],
  "xyz": [[2.02, -1.11, 0.48], [0.49, -1.26, 0.62], [-0.27, -0.06, 0.09], [-0.72, 0.83, 1.06], [-0.07, 1.08, 2.32], [-1.10, -0.03, -1.16], [-0.57, 0.94, -2.24], [2.30, -0.24, 1.08], [2.52, -2.02, 0.80], [2.30, -0.88, -0.55], [0.18, -2.15, 0.07], [0.30, -1.42, 1.68], [-1.50, 1.53, 0.75], [-0.60, 1.79, 2.82], [-0.80, 0.19, 2.14], [-1.15, -1.02, -1.63], [-2.14, 0.25, -0.97], [0.44, 0.63, -2.52], [-0.40, 1.91, -1.75], [-1.23, 1.04, -3.10]],
  "e_homo_ha": -0.290
}

=====

Relative energy of each structure, in eV: run one 0.000; run two 1.931.